P) Entry from OMol25: an isolated molecule of C6H9FS (ωB97M-V with the def2-TZVPD basis set).

SMILES string   F[C@@H]1CC[C@@H]2[C@H](S)[C@@H]21

The geometry in ORCA input format:
```
! RIJCOSX wB97M-V def2-TZVPD def2/J DEFGRID3
* xyz 0 1
F -0.594 -2.256 0.096
C -0.966 -0.916 0.233
C -0.906 -0.193 -1.116
C -0.340 1.220 -0.829
C 0.294 1.144 0.544
C 1.367 0.108 0.793
S 2.280 -0.723 -0.518
C -0.066 -0.171 1.185
H -1.994 -0.929 0.628
H -1.880 -0.163 -1.585
H -0.239 -0.769 -1.762
H 0.391 1.543 -1.584
H -1.140 1.956 -0.771
H 0.355 2.060 1.131
H 1.997 0.309 1.653
H 1.712 -1.935 -0.346
H -0.274 -0.286 2.249
*
```

---

Q) Entry from OMol25: an isolated molecule of C6H9FS (ωB97M-V with the def2-TZVPD basis set).

SMILES string   F[C@@H]1CC[C@@H]2[C@H](S)[C@@H]21

The geometry in ORCA input format:
```
! RIJCOSX wB97M-V def2-TZVPD def2/J DEFGRID3
* xyz 0 1
F 1.300 -1.754 -0.734
C 0.353 -0.810 -1.041
C 0.907 0.621 -0.922
C -0.123 1.506 -0.237
C -1.103 0.542 0.346
C -0.604 -0.504 1.318
S 0.997 -0.333 2.126
C -0.834 -0.885 -0.120
H 0.052 -1.111 -2.051
H 1.260 1.072 -1.880
H 1.811 0.500 -0.337
H 0.329 2.120 0.551
H -0.663 2.126 -0.915
H -2.175 0.848 0.464
H -1.331 -0.814 2.047
H 1.497 -1.554 1.764
H -1.674 -1.568 -0.379
*
```

---

Ordering by calculated energy gives the sequence P), Q), with the first entry being the most stable.